*w*
A single C3H5NS molecule. Source: OMol25; level of theory: the ωB97M-V functional and the def2-TZVPD basis.

As for the HOMO-LUMO gap: 7.756 eV. As for the charge: 0. The calculation puts the HOMO energy at -8.0 eV.

Element x y z (Å)
1 N -1.4712 0.6601 -0.8039
2 C -0.5690 -0.2366 -0.4263
3 C 0.5244 0.2994 0.2869
4 C 1.5137 -0.7057 0.4606
5 S 3.0647 -0.2496 0.7012
6 H -2.6266 0.3548 -0.3922
7 H -1.2960 1.5528 -0.4060
8 H -0.8150 -1.3395 -0.5397
9 H 0.5533 1.4287 0.9195
10 H 1.1217 -1.7643 0.1998

=====

*x*
A molecular structure, C3H5NS. Source: OMol25; level of theory: the ωB97M-V functional and the def2-TZVPD basis.

As for the HOMO-LUMO gap: 8.533 eV. As for the charge: 0. The calculation puts the HOMO energy at -8.6 eV.

Element x y z (Å)
1 C -0.4684 0.5845 0.6244
2 C -0.6901 -0.7349 0.0905
3 C 0.8866 0.4858 -0.1378
4 H -0.5228 -1.4726 0.8394
5 H -1.6069 -0.8062 -0.4920
6 H 0.2160 -0.4914 -1.6826
7 H 1.0710 1.3037 -0.8710
8 H 1.6876 0.3301 0.7401
9 N 0.5464 -0.7456 -0.7834
10 S -1.1195 1.5465 1.6723

=====

Which structure wins on stability? *x* wins.

=====

*w*
A single C3H5NS molecule. Source: OMol25; level of theory: the ωB97M-V functional and the def2-TZVPD basis.

As for the HOMO-LUMO gap: 8.059 eV. As for the charge: 0. The calculation puts the HOMO energy at -7.9 eV.

Element x y z (Å)
1 C 2.3843 -0.6393 0.2364
2 C 1.2243 -0.1314 0.1840
3 C -0.0148 0.3390 -0.2154
4 N -1.3562 0.1874 0.2756
5 S -3.0747 0.9848 0.1895
6 H 2.5361 -1.5887 -0.0346
7 H 3.3194 -0.0153 0.6390
8 H -0.1683 0.8453 -1.0796
9 H -1.6030 -0.4986 0.9644
10 H -3.2471 0.5167 -1.1592

=====

*x*
A single C3H5NS molecule. Source: OMol25; level of theory: the ωB97M-V functional and the def2-TZVPD basis.

As for the HOMO-LUMO gap: 7.933 eV. As for the charge: 0. The calculation puts the HOMO energy at -7.7 eV.

Element x y z (Å)
1 C -0.8094 -0.3376 -0.0183
2 C 1.7096 -1.0244 -0.1264
3 C -1.6839 0.8089 -0.0231
4 N 0.4310 -0.3885 0.0133
5 S 2.0196 0.6325 0.5863
6 H 1.7476 -1.9873 0.4020
7 H 1.9917 -1.1109 -1.1609
8 H -1.0253 1.5672 -0.4278
9 H -1.6482 1.0501 1.1034
10 H -2.7327 0.7901 -0.3485

=====

Which structure wins on stability? *x* wins.